{"formula": "C36H32F12N4O3S2Tc", "method": "ωB97M-V/def2-TZVPD", "symbols": ["Tc", "C", "C", "C", "C", "C", "N", "C", "C", "C", "C", "C", "C", "C", "C", "O", "C", "F", "F", "F", "C", "F", "F", "F", "C", "C", "C", "O", "C", "F", "F", "F", "C", "F", "F", "F", "H", "H", "H", "H", "H", "H", "H", "H", "H", "H", "H", "H", "S", "C", "C", "C", "C", "C", "C", "C", "C", "C", "N", "H", "H", "H", "H", "H", "H", "C", "S", "C", "H", "H", "H", "H", "H", "H", "N", "C", "N", "C", "C", "O", "C", "C", "H", "H", "H", "H", "H", "H", "H", "H"], "coordinates": [[-0.884, -0.032, -0.216], [2.952, -3.022, 5.171], [2.488, -2.394, 3.909], [3.347, -1.685, 3.078], [2.871, -1.118, 1.912], [1.508, -1.244, 1.530], [1.141, -0.771, 0.295], [2.023, -1.077, -0.678], [2.841, -2.240, -0.512], [3.903, -2.514, -1.340], [4.184, -1.668, -2.409], [5.317, -1.908, -3.329], [3.281, -0.604, -2.682], [2.189, -0.338, -1.896], [1.217, 0.757, -2.274], [-0.006, 0.542, -1.651], [1.731, 2.130, -1.744], [0.833, 3.085, -1.931], [1.947, 2.009, -0.422], [2.875, 2.471, -2.313], [0.892, 0.805, -3.803], [1.833, 1.467, -4.465], [-0.276, 1.413, -3.987], [0.810, -0.427, -4.301], [0.609, -1.886, 2.431], [1.121, -2.474, 3.562], [-0.834, -2.082, 2.028], [-1.259, -1.050, 1.213], [-0.977, -3.386, 1.195], [-0.281, -3.232, 0.050], [-0.472, -4.430, 1.832], [-2.240, -3.627, 0.869], [-1.842, -2.082, 3.226], [-1.805, -3.246, 3.876], [-1.556, -1.112, 4.083], [-3.077, -1.890, 2.773], [4.036, -3.066, 5.228], [2.540, -4.025, 5.277], [2.586, -2.446, 6.023], [4.383, -1.555, 3.356], [3.503, -0.471, 1.321], [2.530, -2.967, 0.226], [4.490, -3.409, -1.195], [6.051, -2.591, -2.912], [5.794, -0.969, -3.610], [4.933, -2.343, -4.257], [3.471, -0.008, -3.564], [0.475, -3.043, 4.217], [-1.008, 4.262, 1.233], [-2.013, 3.936, -0.105], [-1.998, 2.621, -0.443], [-1.116, 1.851, 0.387], [-0.481, 2.637, 1.350], [0.453, 2.364, 2.447], [1.206, 3.426, 2.944], [1.992, 3.233, 4.067], [1.979, 1.981, 4.666], [1.209, 0.986, 4.087], [0.477, 1.144, 2.992], [-2.564, 4.732, -0.576], [-2.530, 2.239, -1.302], [1.178, 4.396, 2.467], [2.578, 4.045, 4.473], [2.542, 1.780, 5.566], [1.157, 0.011, 4.559], [-1.783, -3.882, -2.659], [-1.449, -2.116, -2.526], [-2.539, -1.449, -3.795], [-1.667, -4.192, -3.694], [-2.783, -4.126, -2.307], [-1.049, -4.405, -2.053], [-3.570, -1.747, -3.619], [-2.220, -1.797, -4.774], [-2.467, -0.364, -3.766], [-2.845, 0.035, -0.579], [-3.997, -0.070, -0.372], [-5.235, -0.199, -0.157], [-6.011, -1.350, -0.673], [-7.172, -0.806, -1.508], [-7.931, 0.103, -0.758], [-7.189, 1.238, -0.399], [-6.035, 0.847, 0.522], [-6.378, -1.901, 0.195], [-5.343, -1.984, -1.257], [-7.836, -1.627, -1.785], [-6.796, -0.331, -2.426], [-7.866, 1.910, 0.130], [-6.811, 1.751, -1.294], [-6.410, 0.403, 1.446], [-5.383, 1.688, 0.756]], "forces_ev_per_a": [[-0.91, 0.34, 0.29], [0.08, -0.04, 0.00], [0.11, 0.03, -0.02], [-0.06, 0.18, -0.21], [0.26, -0.15, 0.17], [-0.22, 0.17, -0.21], [-0.01, -0.08, -0.02], [-0.15, 0.08, 0.20], [0.45, -0.29, 0.04], [-0.19, -0.04, 0.22], [0.02, 0.01, -0.01], [0.02, -0.03, 0.05], [-0.54, 0.24, 0.22], [0.35, 0.12, -0.67], [0.13, 0.14, 0.19], [-0.09, -0.41, -0.40], [0.16, 0.28, -0.03], [0.01, -0.11, -0.06], [-0.03, -0.06, 0.07], [0.00, -0.06, 0.01], [0.01, 0.05, -0.33], [0.01, -0.03, 0.01], [0.09, 0.00, 0.05], [-0.02, 0.05, 0.11], [0.02, -0.13, 0.30], [-0.34, 0.12, -0.33], [-0.02, -0.09, 0.17], [-0.06, 0.22, -0.07], [-0.11, -0.42, 0.08], [0.18, 0.05, -0.03], [-0.06, 0.05, 0.03], [0.10, 0.06, 0.04], [-0.10, -0.17, 0.31], [0.06, 0.02, -0.12], [0.14, 0.11, -0.08], [0.03, 0.01, -0.09], [0.03, -0.01, 0.02], [-0.01, -0.05, 0.01], [-0.03, 0.04, 0.08], [0.05, 0.01, -0.01], [0.06, 0.03, -0.05], [0.02, -0.04, 0.01], [0.04, -0.06, 0.04], [0.01, -0.01, 0.00], [0.04, 0.05, 0.00], [-0.02, -0.04, -0.08], [-0.04, 0.06, -0.03], [-0.07, -0.01, -0.01], [-0.12, -0.24, -0.04], [-0.07, -0.34, -0.18], [-0.12, 0.66, -0.08], [0.25, -0.53, 0.32], [-0.01, 0.28, -0.05], [0.04, -0.04, 0.03], [0.26, 0.03, 0.17], [-0.05, -0.18, 0.04], [0.03, 0.22, -0.06], [0.04, -0.16, 0.17], [-0.22, 0.01, -0.22], [-0.04, 0.07, -0.06], [0.02, 0.09, 0.09], [0.08, -0.02, 0.01], [0.03, 0.00, 0.01], [0.01, 0.01, 0.04], [0.02, -0.02, -0.05], [-0.07, -0.01, 0.03], [0.38, -0.08, 0.08], [-0.03, 0.01, 0.04], [0.01, 0.01, -0.04], [-0.04, 0.00, 0.00], [-0.01, 0.00, 0.00], [-0.03, -0.01, 0.01], [0.01, -0.01, -0.02], [0.02, 0.04, 0.00], [-0.15, 0.12, -0.08], [0.82, -0.08, -0.07], [-0.23, 0.03, -0.05], [-0.14, -0.19, -0.16], [0.04, -0.28, -0.11], [-0.11, -0.03, 0.09], [0.01, 0.21, 0.15], [-0.15, 0.16, 0.11], [-0.02, 0.02, -0.07], [-0.08, 0.00, 0.02], [0.12, 0.07, 0.01], [0.02, -0.04, 0.07], [0.10, -0.04, -0.04], [0.03, -0.01, 0.04], [-0.01, 0.07, -0.04], [-0.04, 0.02, 0.00]], "e_homo_ev": [-15.94, -15.94], "charge": 3, "energy_ha": -3910.3455, "e_lumo_ha": [-0.4252, -0.4252]}